No. 1
109
Properties=species:S:1:pos:R:3:forces:R:3:lowdin_charge:R:1 method="wB97M-V/def2-TZVPD" charge=+1 e_lumo_ev=-3.2 gap_ev=7.05
Ti 0.727581 0.617396 0.122625 -0.4623 -0.1930 0.6743 0.541
C 5.224762 0.712573 -0.118712 -0.0210 -0.0094 -0.0091 -0.024
C 3.907657 0.283527 0.092433 0.0016 0.0143 0.0028 -0.123
N 2.862638 1.043278 -0.160271 0.2127 0.0383 -0.0686 0.015
C 3.069602 2.319393 -0.593089 0.0063 -0.0390 -0.0535 -0.164
C 4.347502 2.816364 -0.894182 0.0390 0.0254 0.0293 -0.141
C 5.440591 1.962053 -0.635343 0.0161 0.0250 -0.0006 0.026
C 4.463208 4.135446 -1.397204 -0.0037 -0.0230 0.0083 -0.026
C 3.334468 4.887239 -1.558458 0.0000 -0.0064 0.0255 -0.049
C 2.055446 4.398050 -1.209986 -0.0017 0.0367 0.0572 0.020
C 1.910741 3.127325 -0.708492 -0.0828 -0.0704 -0.1864 -0.222
N 0.723789 2.505510 -0.322157 0.0937 -0.1580 0.0156 -0.068
C -0.452371 3.303184 -0.265333 -0.0298 -0.0297 -0.0659 -0.279
C -0.592549 4.271156 0.692855 -0.0277 -0.0445 0.0351 -0.048
C -1.773714 5.034187 0.788596 -0.0580 0.0098 -0.0298 -0.065
C -2.810463 4.804212 -0.068938 0.0590 0.0420 -0.0211 -0.036
C -2.694103 3.818923 -1.077998 -0.0459 0.0084 0.0003 -0.150
C -3.742048 3.535832 -1.986920 0.0197 0.0435 0.0454 -0.006
C -3.551335 2.595311 -2.950621 0.0552 -0.0521 -0.0341 -0.037
C -2.301513 1.935369 -3.012525 -0.0893 0.0051 -0.0039 -0.132
N -1.317035 2.146077 -2.181975 0.0038 -0.0065 0.1380 0.119
C -1.502093 3.073336 -1.202224 0.0050 0.0217 -0.0799 -0.188
H 6.044192 0.047261 0.113582 -0.0030 -0.0020 -0.0016 0.117
H 3.697622 -0.702615 0.479497 0.0095 -0.0047 -0.0156 0.067
H 6.446282 2.312290 -0.833950 -0.0031 0.0015 -0.0007 0.129
H 5.440671 4.530217 -1.639851 0.0001 -0.0011 -0.0025 0.118
H 3.411895 5.893280 -1.948651 -0.0008 0.0013 -0.0028 0.114
H 1.189399 5.034649 -1.326919 -0.0060 0.0016 -0.0133 0.121
H 0.212105 4.436020 1.399050 0.0132 -0.0027 -0.0095 0.120
H -1.856957 5.787484 1.560547 0.0027 0.0092 -0.0023 0.113
H -3.730690 5.370257 0.006331 -0.0016 -0.0145 0.0029 0.121
H -4.680109 4.070658 -1.899260 0.0062 0.0000 0.0109 0.123
H -4.326705 2.348313 -3.662388 0.0066 -0.0030 -0.0089 0.109
H -2.128506 1.197328 -3.791345 -0.0009 0.0006 -0.0083 0.105
C 2.997990 -4.755409 -1.653641 0.0000 -0.0076 -0.0062 -0.199
Si 2.550402 -3.681277 -0.194866 -0.0030 0.0320 0.0852 0.300
C 1.527908 -4.574573 1.085805 0.0033 0.0064 0.0018 -0.202
C 4.134433 -3.132141 0.630696 0.0157 -0.0012 0.0143 -0.211
As 1.196608 -1.878671 -0.970760 0.0564 0.1775 -0.2538 0.835
Si -0.862626 -3.018681 -1.411557 0.0027 -0.0043 -0.0093 0.287
C -1.845521 -1.950406 -2.585684 -0.0223 0.0001 0.0052 -0.214
C -0.513853 -4.650346 -2.259523 -0.0481 -0.0033 0.0013 -0.207
C -1.744021 -3.352813 0.208837 0.0034 -0.0440 0.0005 -0.243
Si 2.036654 -1.275099 -3.118836 0.0366 0.0107 -0.0157 0.305
C 1.282378 0.389296 -3.493363 -0.0200 0.0033 -0.0152 -0.203
C 3.902679 -1.135114 -3.025294 0.0076 -0.0161 0.0045 -0.192
C 1.568565 -2.492801 -4.454180 0.0189 -0.0249 0.0129 -0.202
H 3.406269 -5.698690 -1.280063 0.0207 0.0043 -0.0100 0.047
H 3.769780 -4.280703 -2.262730 -0.0073 0.0010 -0.0150 0.030
H 2.150095 -4.989608 -2.294338 0.0278 0.0033 0.0017 0.005
H 2.089321 -5.433521 1.462776 0.0083 0.0042 -0.0053 0.046
H 0.574416 -4.938879 0.707027 -0.0289 -0.0189 -0.0291 0.014
H 1.321159 -3.917036 1.933581 -0.0085 -0.0214 0.0044 0.026
H 4.646470 -4.044591 0.951644 0.0092 0.0154 0.0202 0.048
H 3.960238 -2.525293 1.521823 -0.0021 -0.0247 0.0053 0.028
H 4.814343 -2.603114 -0.038570 -0.0091 0.0148 -0.0158 0.021
H -1.341885 -1.845732 -3.548883 -0.0144 0.0086 0.0134 0.019
H -2.032690 -0.956841 -2.177791 -0.0018 0.0197 0.0177 -0.015
H -2.809765 -2.434459 -2.768194 -0.0016 0.0215 -0.0047 0.047
H -0.021518 -4.528450 -3.223227 0.0188 0.0025 -0.0290 0.017
H -1.481454 -5.128756 -2.441223 0.0052 -0.0018 -0.0090 0.047
H 0.076964 -5.339408 -1.656822 -0.0290 -0.0028 0.0533 0.019
H -2.670462 -2.781079 0.268064 -0.0101 -0.0103 -0.0064 0.015
H -1.150031 -3.077770 1.080190 -0.0053 0.0024 0.0095 0.007
H -1.989110 -4.415445 0.281365 0.0056 -0.0010 -0.0079 0.040
H 1.619281 1.175982 -2.812247 0.0013 -0.0254 -0.0036 0.013
H 0.192624 0.368391 -3.439137 0.0065 0.0069 0.0019 0.006
H 1.563057 0.698637 -4.504434 0.0033 -0.0016 0.0010 0.049
H 4.204113 -0.157694 -2.646756 0.0060 0.0053 0.0189 0.017
H 4.322130 -1.244310 -4.028818 -0.0072 0.0116 -0.0013 0.045
H 4.359200 -1.899930 -2.394358 0.0030 -0.0029 -0.0166 0.012
H 0.496381 -2.676359 -4.505206 -0.0168 0.0004 -0.0084 0.010
H 2.078057 -3.449836 -4.337057 -0.0011 -0.0265 0.0156 0.029
H 1.874459 -2.069257 -5.415179 0.0172 -0.0113 0.0029 0.044
S -1.401775 -0.096480 0.476408 0.2453 0.1844 -0.2153 0.195
Sb -2.207201 1.370040 2.268230 0.0255 0.0664 0.0405 1.305
C -2.710095 -0.293873 3.496968 0.0108 0.0124 -0.0186 -0.436
C -1.810125 -0.618775 4.508882 0.0161 -0.0194 0.0115 -0.152
C -2.025006 -1.734731 5.306853 -0.0063 -0.0162 0.0083 -0.083
C -3.145670 -2.526287 5.100156 0.0044 0.0110 0.0149 -0.082
C -4.053348 -2.199296 4.100509 -0.0043 -0.0150 -0.0030 -0.080
C -3.836087 -1.087898 3.299294 -0.0018 -0.0151 -0.0038 -0.121
C -4.108747 1.675477 1.339830 -0.0015 0.0186 0.0202 -0.435
C -4.667659 0.831864 0.383980 -0.0335 0.0086 -0.0084 -0.158
C -5.901988 1.127734 -0.179220 0.0190 -0.0212 -0.0171 -0.083
C -6.586889 2.272842 0.202712 -0.0002 0.0128 -0.0013 -0.085
C -6.037593 3.121179 1.153730 -0.0127 -0.0026 0.0126 -0.086
C -4.803972 2.822817 1.716673 -0.0230 -0.0196 0.0144 -0.159
C 1.237084 0.545360 2.123969 0.0041 0.0888 -0.1013 -0.319
C 1.631031 1.654668 2.873406 0.0503 -0.0058 0.0516 -0.119
C 2.123707 1.501948 4.163630 -0.0147 0.0189 -0.0386 -0.074
C 2.253926 0.233102 4.713496 0.0023 -0.0103 0.0010 -0.081
C 1.867732 -0.880247 3.979968 -0.0095 -0.0171 0.0395 -0.089
C 1.347073 -0.722117 2.701971 -0.0297 -0.0002 -0.0517 -0.150
H -0.929827 -0.005618 4.678195 -0.0108 -0.0052 -0.0052 0.082
H -1.320999 -1.980964 6.092040 -0.0073 -0.0043 -0.0007 0.104
H -3.319030 -3.393210 5.724641 0.0023 0.0007 -0.0018 0.105
H -4.933259 -2.811013 3.946574 0.0015 -0.0016 0.0043 0.105
H -4.550120 -0.841813 2.521543 0.0050 0.0025 0.0222 0.088
H -4.139535 -0.060897 0.070296 0.0133 0.0053 -0.0230 0.063
H -6.329634 0.462845 -0.919526 0.0029 0.0017 0.0025 0.107
H -7.548772 2.502163 -0.237583 -0.0022 -0.0016 0.0024 0.106
H -6.570445 4.012495 1.460174 -0.0018 0.0021 -0.0011 0.107
H -4.382885 3.501428 2.452248 -0.0024 -0.0069 -0.0089 0.092
H 1.557205 2.650509 2.450172 -0.0030 -0.0071 0.0027 0.089
H 2.413923 2.372984 4.737621 0.0027 -0.0023 -0.0004 0.107
H 2.646732 0.114192 5.714983 -0.0023 -0.0022 -0.0009 0.107
H 1.942922 -1.870148 4.413922 0.0071 0.0019 0.0019 0.108
H 0.996334 -1.599360 2.165487 0.0003 0.0115 -0.0055 0.061

=====

No. 2
111
Properties=species:S:1:pos:R:3:forces:R:3:lowdin_charge:R:1 method="wB97M-V/def2-TZVPD" charge=-1 e_lumo_ev="2.0 / 2.0" gap_ev="5.78 / 5.78"
Ba 0.084509 -0.284058 -1.023212 -0.2514 -0.0990 -0.1362 1.858
C 5.890047 -1.890870 0.350934 0.4275 -1.7934 -0.8363 -0.115
C 5.508779 -0.935221 1.433164 -0.2996 0.2765 -0.0741 -0.212
C 4.362644 -0.139079 0.874620 -0.4939 -0.2488 0.6496 -0.140
C 4.337666 1.130798 0.378645 -0.1056 -0.5499 0.7391 -0.129
C 5.505324 2.114131 0.393342 -0.0602 -0.5922 0.3514 -0.183
C 5.568851 2.731797 1.815343 0.1778 -1.0992 -0.8906 -0.083
C 2.884253 1.442347 0.215777 -0.1789 0.2948 -0.8862 -0.247
C 2.374736 2.667780 -0.282799 -0.7425 -0.8315 0.3907 0.037
C 0.970792 3.062945 -0.347386 0.9086 1.0335 0.0277 -0.258
C 0.498713 4.476437 -0.553753 -1.0120 -0.4809 0.0259 -0.111
C 1.359396 5.721779 -0.651156 -0.1531 0.6776 0.4997 -0.190
C 1.795916 6.250260 0.734087 -0.2106 -1.0471 0.5694 -0.096
C -0.887318 4.394966 -0.493858 -0.0826 0.2113 0.1660 -0.122
C -1.226063 3.000427 -0.237192 1.0609 -0.4934 0.7013 -0.239
C -2.484092 2.516100 0.126231 1.0494 1.0379 -0.4187 0.039
C -2.856274 1.276155 0.606398 -0.0080 -0.7918 -0.3576 -0.278
N -2.004419 0.228722 0.715707 0.0152 -0.4749 -0.1678 0.005
C -2.735470 -0.810253 1.156016 -0.1077 -0.2578 0.5352 -0.251
C -2.264414 -2.104846 1.509113 0.1895 -0.2985 -0.4232 0.047
C -0.965530 -2.590708 1.549171 -0.0004 0.9151 0.2619 -0.251
N 0.091845 -1.807217 1.171644 -0.5743 0.2717 -0.4229 -0.052
C 1.202821 -2.435915 1.480531 1.2869 -0.5780 0.5108 -0.273
C 2.525281 -1.946369 1.279212 0.6354 -0.1263 0.5357 0.026
C 2.962574 -0.673447 0.896158 0.1055 0.9117 0.1469 -0.262
N 2.138436 0.326564 0.548101 0.0668 1.1654 -0.6421 -0.072
C 0.897033 -3.721669 2.153749 -0.1874 -0.1105 -0.3611 -0.119
C -0.468457 -3.817769 2.171862 0.0930 0.6113 -0.2986 -0.148
C -1.375713 -4.834642 2.779521 -0.4330 0.0563 0.1630 -0.187
C -1.323961 -4.818959 4.324961 -0.8634 1.8161 -0.3834 -0.086
C 1.872028 -4.741749 2.662752 -0.0725 -0.7787 1.5521 -0.214
C 2.493256 -5.686973 1.638194 -0.0411 -0.5368 -0.1350 -0.108
C -4.126902 -0.418418 1.368184 0.7281 -0.3492 0.0595 -0.143
C -4.191393 0.876427 0.972118 -0.2857 1.1272 0.1353 -0.156
C -5.374949 1.786501 1.010912 -2.0040 -1.4663 2.1010 -0.160
C -5.787591 2.169573 2.497537 0.6782 -1.6148 -1.0583 -0.069
C -5.124308 -1.262063 2.090210 0.2684 0.3343 -0.0558 -0.198
C -4.859686 -1.323192 3.606824 0.1512 -0.6018 -0.8976 -0.079
N -0.057726 2.247926 -0.147553 -0.6516 0.4843 -0.3553 -0.053
C -1.953464 5.511459 -0.555251 2.6233 0.2419 0.3977 -0.170
C -1.968742 6.386515 0.727035 -1.5378 -1.0326 -0.6664 -0.088
H 6.765115 -2.550115 0.530331 -0.3186 0.4732 0.1738 0.077
H 5.992493 -1.469661 -0.651797 0.1293 0.3464 0.2253 0.082
H 5.019421 -2.546154 0.283063 0.1722 -0.3071 -0.3572 0.059
H 6.311820 -0.284874 1.744122 0.3738 0.2404 0.1133 0.090
H 5.206140 -1.555684 2.301295 0.0091 0.6432 -0.2359 0.118
H 5.366624 2.868627 -0.382339 -0.0027 0.1238 0.0989 0.092
H 6.482905 1.620401 0.189962 -0.7298 0.0868 -0.0675 0.108
H 4.583255 3.020199 2.062514 -1.1358 0.5110 0.4501 0.053
H 6.202725 3.593857 1.869762 0.6117 0.3519 0.1643 0.057
H 5.844075 1.933503 2.517233 0.1898 0.4044 -0.0485 0.074
H 3.087009 3.396746 -0.677751 -0.0795 -0.1612 0.4345 0.093
H 0.921156 6.569754 -1.206382 -0.3305 -0.5710 0.0175 0.105
H 2.261957 5.490704 -1.178934 0.6177 -0.2718 -0.4937 0.081
H 0.980872 6.603831 1.348439 -0.5451 0.0222 -0.0160 0.047
H 2.552586 7.012250 0.828631 0.3999 0.4184 -0.7880 0.057
H 2.195086 5.394581 1.270730 0.1197 -0.1966 0.2426 0.065
H -3.221055 3.286146 0.089760 -0.7763 0.2052 -0.0379 0.086
H -3.050706 -2.811178 1.742807 0.0170 -0.0143 0.2479 0.086
H 3.339864 -2.597862 1.614162 -0.4194 -0.0374 -0.1388 0.087
H -1.092060 -5.794351 2.392973 0.1710 -0.8194 -0.0458 0.095
H -2.418895 -4.691877 2.400241 0.7991 0.0831 0.4786 0.110
H -0.498312 -5.327579 4.754662 0.8932 -0.5656 0.1515 0.040
H -2.227024 -5.197384 4.783494 -0.3109 -0.3159 0.0035 0.056
H -1.248233 -3.752996 4.653113 -0.0340 -0.7237 -0.1922 0.093
H 1.324820 -5.407311 3.387704 0.3285 0.6021 -0.5503 0.102
H 2.696377 -4.332789 3.302461 -0.6491 0.1826 -0.6729 0.117
H 1.740728 -6.359772 1.197383 0.0678 0.3572 0.0360 0.071
H 3.212963 -6.356412 2.144789 -0.0892 0.3863 -0.2846 0.070
H 2.978542 -5.153128 0.820245 0.1052 -0.0256 0.0550 0.066
H -6.258828 1.208459 0.657739 0.4639 0.3721 -0.1977 0.110
H -5.329992 2.663282 0.430377 0.4721 0.9893 -0.8647 0.074
H -6.067057 1.251519 3.016275 -0.1329 -0.0453 -0.0634 0.046
H -6.597766 2.850727 2.609794 -0.6236 0.7206 -0.2615 0.049
H -4.930411 2.509991 3.020562 0.8563 0.6900 0.5102 0.059
H -5.038919 -2.272820 1.722769 -0.1811 -0.4736 -0.2411 0.092
H -6.130328 -0.923068 1.854774 -0.2367 0.0527 0.1378 0.101
H -3.856823 -1.719754 3.756542 0.1631 0.1901 0.0800 0.065
H -5.527657 -2.069548 4.019602 -0.3726 0.1403 0.4924 0.064
H -4.932052 -0.354741 4.074241 -0.1600 0.2097 0.2963 0.059
H -2.927889 5.107153 -0.743922 -0.4077 -0.1491 -0.3427 0.080
H -1.604525 6.175181 -1.371605 -0.7057 -0.2690 0.1024 0.108
H -2.033765 5.803031 1.631749 0.0562 -0.5099 0.2651 0.071
H -2.892631 6.975634 0.704923 0.3804 0.4187 0.0302 0.067
H -1.088683 6.965107 0.792541 0.7882 0.9220 0.0067 0.031
C 2.869271 0.445248 -5.234278 0.3322 1.1850 -0.5358 -0.107
C 2.593824 0.559942 -3.848645 0.1820 -0.9281 -1.1588 -0.163
N 1.512118 -0.153025 -3.566181 -0.4269 0.2446 0.0043 -0.057
N 1.010977 -0.643572 -4.723401 0.8853 0.1739 -0.5570 -0.045
C 1.833008 -0.269579 -5.780247 -0.6861 -0.7568 0.7912 -0.092
B -0.334794 -1.436022 -4.830794 0.4378 0.4159 0.1401 -0.531
N -1.534815 -0.515821 -4.507371 0.1431 -0.6773 0.3081 -0.050
C -2.596579 -0.261307 -5.296625 0.1136 -0.2442 -0.9222 -0.111
C -3.507200 0.457250 -4.570299 1.1697 0.3441 1.2024 -0.075
C -2.871111 0.623626 -3.295239 -1.7044 -0.4472 -0.0845 -0.158
N -1.740312 -0.045131 -3.246933 0.4224 0.4221 -0.8848 -0.045
N -0.410019 -2.723276 -3.964122 0.6586 0.4833 -0.8378 -0.046
C -0.685436 -3.948871 -4.459252 -0.0050 0.4772 1.8048 -0.092
C -0.681393 -4.821468 -3.394419 -0.2366 -0.3101 -0.5841 -0.082
C -0.360360 -4.028242 -2.294746 0.2473 -0.4799 -0.0562 -0.176
N -0.161556 -2.772332 -2.641428 -0.3720 0.3034 -0.2893 -0.019
H 3.624534 0.972691 -5.829457 -0.2156 -0.4041 0.5129 0.086
H 3.206323 1.038149 -3.100223 -0.2432 -0.0056 0.2168 0.093
H 1.672820 -0.569485 -6.836214 -0.1355 0.2117 1.1417 0.119
H -0.353162 -1.732106 -5.984627 -0.3994 -0.2761 -0.3097 0.105
H -2.645476 -0.613322 -6.352322 0.2139 0.3355 1.1522 0.128
H -4.425864 0.855903 -4.888614 -0.8916 0.3487 -0.2908 0.064
H -3.314276 1.056524 -2.385439 0.4732 -0.0983 -0.5195 0.103
H -0.939590 -4.107038 -5.460547 -0.1612 -0.0451 -1.2588 0.095
H -0.929838 -5.864279 -3.468557 0.1013 -0.1387 0.2772 0.080
H -0.212446 -4.352273 -1.294946 0.0448 -0.0344 0.7713 0.089